# 1
A cluster of 9 separate species, C63H138O19P4 in total in a non-equilibrium geometry, computed with ωB97M-V with the def2-TZVPD basis set.

Geometry as XYZ:
```
224
Properties=species:S:1:pos:R:3:forces:R:3:lowdin_charge:R:1
C -6.348841 -0.677374 1.590489 0.146 -0.436 -0.159 -0.1070
C -5.491921 0.580548 1.660089 0.117 0.484 0.564 -0.2183
C -4.712444 1.014301 0.348485 -1.596 0.067 0.454 -0.1960
C -3.638201 0.049603 -0.041754 2.034 -1.360 -1.204 -0.2506
P -3.294997 -0.315554 -1.875923 -0.241 -0.588 -0.140 1.1127
C -3.151609 1.281433 -2.832386 0.293 -0.495 -0.009 -0.2413
C -4.375960 2.049561 -3.424184 0.621 0.562 0.268 -0.2061
C -3.899501 3.360183 -4.118050 -0.335 0.279 0.570 -0.2437
C -4.991504 4.358123 -4.604288 0.889 -0.173 0.107 -0.0972
C -2.175027 -1.731587 -2.504313 1.525 0.917 0.054 -0.2231
C -1.828380 -1.716714 -4.038943 0.562 0.955 1.467 -0.2290
C -1.010573 -2.936755 -4.510373 -1.109 0.475 -0.594 -0.2388
C -0.785047 -2.981428 -6.039273 -0.367 0.130 0.863 -0.0876
C -4.913214 -0.953931 -2.379354 -0.122 0.680 1.249 -0.3083
C -5.465701 -2.191442 -1.609849 -0.917 0.496 -1.186 -0.1977
C -6.960543 -2.479130 -2.060748 0.673 -1.414 0.343 -0.2244
C -7.635875 -3.749119 -1.460794 0.881 -0.328 -0.885 -0.1100
H -6.993320 -0.693401 0.711577 0.217 -0.209 -0.299 0.0706
H -7.050966 -0.729386 2.422599 0.118 0.271 0.236 0.0753
H -5.747390 -1.580275 1.695945 -0.084 -0.201 -0.486 0.0578
H -4.866596 0.460314 2.544745 0.636 0.015 -0.218 0.0842
H -6.217346 1.302517 2.035078 0.256 0.899 -0.658 0.0988
H -4.212985 1.982836 0.324297 -0.354 0.235 0.853 0.0863
H -5.529540 1.143637 -0.361252 0.019 -0.268 -0.490 0.0934
H -3.716665 -0.932990 0.423505 -0.145 -0.015 0.002 0.0689
H -2.651457 0.421158 0.234607 -0.004 -0.007 0.315 0.0378
H -2.401956 1.036183 -3.584699 -0.100 -0.011 -0.418 0.0651
H -2.534655 1.877564 -2.160007 -0.234 0.233 0.219 0.0480
H -5.033930 2.378800 -2.619952 -0.163 -0.220 0.176 0.0960
H -4.976582 1.460831 -4.117542 0.093 -0.182 -0.008 0.1033
H -3.227498 3.128940 -4.944518 -0.103 -0.089 -0.203 0.1032
H -3.281819 3.920417 -3.416126 0.144 -0.165 0.200 0.0725
H -5.607332 4.872972 -3.866860 -0.421 -1.028 0.562 0.0648
H -5.573230 3.880868 -5.392908 -0.215 0.468 -0.017 0.0696
H -4.477875 5.262520 -4.930426 0.270 -0.269 -0.936 0.0663
H -2.428828 -2.762646 -2.258130 -0.854 0.246 0.533 0.0837
H -1.262780 -1.496609 -1.955940 0.142 -0.217 0.142 0.0268
H -1.173285 -0.857138 -4.180654 -0.240 0.364 -0.210 0.0775
H -2.771050 -1.535131 -4.555194 0.155 -0.393 -0.699 0.1007
H -1.608239 -3.812336 -4.256909 0.199 -0.329 0.152 0.0994
H -0.015089 -3.031128 -4.076524 -0.203 0.244 0.606 0.0912
H -0.004077 -2.312590 -6.400975 0.307 -0.391 0.304 0.0518
H -1.682289 -2.646147 -6.559514 -0.215 -0.519 -0.145 0.0719
H -0.556653 -4.038947 -6.171916 0.098 0.190 -0.995 0.0732
H -4.871452 -1.072064 -3.462128 -0.416 -0.159 -0.018 0.0930
H -5.416357 -0.024287 -2.113441 -1.120 -0.172 -0.467 0.0571
H -5.482302 -2.143373 -0.521032 0.324 0.497 -0.067 0.0686
H -4.719111 -2.939970 -1.875216 -0.583 -0.826 0.031 0.0959
H -6.979823 -2.714228 -3.124914 0.027 0.830 -0.244 0.0955
H -7.641790 -1.665390 -1.812085 0.513 0.469 -0.237 0.0960
H -8.721200 -3.669799 -1.523020 0.001 0.247 0.855 0.0678
H -7.175212 -4.081357 -0.530476 -0.642 0.352 0.424 0.0483
H -7.476319 -4.586697 -2.139850 0.388 -0.173 -0.155 0.0569
C -2.895997 4.614355 -0.514025 0.734 -0.844 -0.473 -0.0792
C -1.577989 3.913538 -0.118233 -2.168 -0.664 0.129 -0.3002
C -0.392047 4.788800 0.034931 0.078 -0.677 0.275 -0.2171
C 0.853974 3.848323 0.193241 -0.006 1.278 -0.364 -0.2523
P 1.332985 3.389702 1.851494 0.402 0.473 1.720 1.0949
C -0.065662 3.421402 3.145923 1.117 1.234 -0.949 -0.2375
C 0.355901 3.345143 4.608243 -0.484 -1.520 0.675 -0.2426
C -0.861985 3.470402 5.542453 -0.071 0.069 1.145 -0.2310
C -0.687193 2.856124 6.972495 0.272 -0.560 -0.100 -0.1015
C 2.455809 1.944392 1.970551 0.810 0.685 0.606 -0.2376
C 3.938156 2.160964 2.511383 -0.823 0.088 -0.770 -0.2074
C 4.729057 0.841220 2.623832 -3.759 1.088 -1.684 -0.3129
C 5.946191 0.983447 3.348374 2.494 -0.792 1.210 -0.1287
C 2.553799 4.789020 2.308947 -0.921 -0.382 0.400 -0.2677
C 2.064981 6.224547 2.201183 0.049 -0.273 -0.199 -0.2713
C 3.008708 7.234391 2.824415 0.120 0.785 1.022 -0.2606
C 2.643264 8.731931 2.568458 0.610 -0.766 -0.848 -0.0955
H -3.177836 5.429995 0.151860 0.151 0.257 -0.295 0.0761
H -3.692408 3.871775 -0.465083 -0.135 0.022 0.019 0.0459
H -2.798976 4.857193 -1.572183 -0.338 0.816 0.082 0.0554
H -1.328313 3.142547 -0.847167 -0.238 -0.272 0.045 0.0719
H -1.862580 3.386543 0.792468 0.725 -0.286 0.223 0.0980
H -0.619101 5.462670 0.861038 0.674 0.205 0.207 0.0996
H -0.355822 5.396482 -0.869228 0.623 0.094 -0.061 0.1185
H 1.735626 4.402483 -0.128789 0.260 -0.045 -0.276 0.0827
H 0.759124 2.931639 -0.388823 -0.224 0.012 -0.016 0.0709
H -0.777085 2.634015 2.896930 0.261 -0.047 -0.160 0.0607
H -0.542937 4.384746 2.966266 -0.199 0.160 -0.209 0.0816
H 1.181690 3.933864 5.007699 0.101 0.245 -0.594 0.1115
H 0.623206 2.291934 4.694255 0.598 -0.179 0.412 0.0918
H -1.689991 3.003490 5.009067 -0.255 -0.096 0.294 0.0950
H -1.132100 4.506611 5.745895 -0.045 0.241 -0.509 0.1035
H -0.366602 1.814446 6.957425 0.164 -0.156 -0.362 0.0593
H -1.557686 2.819020 7.627451 -0.595 0.322 -0.567 0.0517
H 0.022922 3.350910 7.635088 0.408 0.393 -0.497 0.0660
H 2.418535 1.557297 0.952284 -0.015 -0.652 0.034 0.0451
H 1.918286 1.270073 2.637231 0.014 -0.264 -0.240 0.0631
H 3.950751 2.693445 3.462384 -0.204 -0.172 0.221 0.0981
H 4.505630 2.802900 1.837598 -0.104 0.167 -0.201 0.0918
H 4.913404 0.530446 1.595466 -0.024 -0.409 -0.036 0.1015
H 4.032400 0.143174 3.088054 0.171 -0.442 0.025 0.0966
H 5.802512 1.326187 4.373064 0.114 0.164 -0.017 0.0882
H 6.686755 1.583107 2.819153 -0.012 0.243 0.180 0.0908
H 6.340908 -0.031886 3.385953 0.625 0.002 0.403 0.0777
H 3.417963 4.660549 1.657177 0.092 -0.230 0.099 0.0817
H 2.832909 4.654880 3.354027 0.291 -0.435 0.009 0.0781
H 1.137209 6.271850 2.771359 -0.528 0.361 -0.656 0.1090
H 2.014666 6.419681 1.129969 -0.837 0.405 0.003 0.1111
H 4.037206 6.976663 2.571726 0.125 0.341 -0.358 0.1083
H 2.966222 7.102831 3.905620 0.073 -0.204 0.242 0.1002
H 3.435808 9.451870 2.772546 0.230 -0.319 0.496 0.0626
H 1.757970 9.064185 3.110647 -0.096 -0.221 -0.180 0.0693
H 2.525085 8.845110 1.490814 -0.554 0.125 -0.090 0.0641
C 1.857318 -1.526321 6.306398 -0.740 0.945 0.129 -0.0931
C 1.241368 -1.348147 4.903087 0.460 -0.354 -0.300 -0.2675
C 2.024725 -2.125555 3.835487 -1.083 1.573 -1.279 -0.2021
C 1.321029 -1.795815 2.409479 0.505 -1.512 0.082 -0.1943
P 2.022335 -2.693603 0.862761 1.721 0.058 0.223 1.1390
C 3.680393 -1.964168 0.468318 -0.662 1.028 -0.166 -0.2742
C 4.465855 -2.583042 -0.696038 -0.771 0.152 -0.203 -0.2448
C 5.811751 -1.917032 -0.947335 0.140 -1.006 0.276 -0.2473
C 6.853313 -2.250003 0.138141 -0.676 0.745 -0.457 -0.0883
C 2.716053 -4.313365 1.519260 -0.524 1.575 0.136 -0.2968
C 1.639760 -5.243597 1.989584 -0.749 -1.157 -0.106 -0.2578
C 2.189242 -6.691015 2.022415 0.081 0.521 -0.350 -0.2388
C 3.342689 -6.701050 3.037012 -0.183 -1.063 0.006 -0.1061
C 1.046558 -3.168372 -0.645390 0.640 0.246 -0.525 -0.2442
C 1.660972 -4.177868 -1.682087 -0.895 -1.640 1.331 -0.1818
C 0.671384 -5.413067 -1.855468 -0.416 1.717 -1.139 -0.2559
C 1.146237 -6.481417 -2.797652 1.537 -0.744 0.731 -0.1224
H 1.233490 -0.962492 6.999968 -0.194 -0.159 0.240 0.0600
H 2.827415 -1.046003 6.434108 0.243 -0.137 -0.468 0.0677
H 1.930651 -2.541675 6.695968 -0.126 -0.121 -0.378 0.0726
H 1.198581 -0.300291 4.605971 0.218 0.298 0.229 0.0857
H 0.204479 -1.672070 4.813390 -0.138 -0.207 0.556 0.1001
H 2.021188 -3.139498 4.235497 0.281 -0.306 -0.897 0.0984
H 3.015798 -1.674167 3.789357 0.341 -0.539 0.103 0.0824
H 1.328746 -0.734773 2.160031 0.544 0.062 -0.004 0.0409
H 0.243862 -1.961734 2.392681 -0.032 -0.465 0.108 0.0533
H 4.189206 -1.891504 1.429529 0.388 -0.695 0.117 0.0759
H 3.524965 -0.906641 0.254826 -0.464 0.045 -0.327 0.0529
H 3.909009 -2.446689 -1.623087 -0.460 0.211 0.055 0.0904
H 4.476256 -3.668782 -0.600336 0.753 -0.081 0.140 0.0870
H 5.644068 -0.858840 -1.147875 0.154 0.227 0.497 0.0956
H 6.220389 -2.275695 -1.892047 -0.124 -0.263 -0.139 0.1046
H 6.769949 -3.296536 0.431282 0.279 -0.127 -0.316 0.0745
H 6.660392 -1.690752 1.053629 0.279 0.254 -0.010 0.0528
H 7.814912 -2.001871 -0.311150 0.272 -0.188 0.652 0.0715
H 3.390985 -4.014901 2.321445 0.025 0.014 0.070 0.0809
H 3.346225 -4.773904 0.758426 -0.190 0.012 -0.159 0.0819
H 0.755843 -5.100110 1.368127 -0.037 -0.549 -0.456 0.0850
H 1.219535 -5.000348 2.965460 0.441 0.211 0.332 0.1068
H 2.522890 -6.984103 1.026982 0.486 0.378 -0.248 0.0964
H 1.432542 -7.464186 2.155477 -0.192 0.215 0.885 0.1047
H 4.197543 -6.087661 2.752251 -0.278 0.270 -0.036 0.0659
H 3.774230 -7.692460 3.174738 -0.147 -0.200 -0.062 0.0679
H 2.959521 -6.406405 4.013980 0.139 0.238 0.052 0.0766
H 0.892236 -2.241998 -1.198655 -0.428 0.182 0.715 0.0402
H 0.123140 -3.538966 -0.200344 -0.204 0.169 -0.460 0.0588
H 2.653472 -4.498063 -1.365056 -0.034 -0.377 0.015 0.0723
H 1.811506 -3.774073 -2.683276 -0.169 0.504 0.160 0.0933
H -0.190007 -5.037963 -2.408106 -0.358 0.735 0.340 0.0825
H 0.222650 -5.794745 -0.938374 0.549 -0.094 0.249 0.1017
H 0.363133 -7.172002 -3.110616 0.074 0.053 0.055 0.0761
H 1.927823 -7.012610 -2.254452 0.022 -0.708 -0.110 0.0648
H 1.695394 -6.111388 -3.663435 -0.419 0.361 -0.217 0.0745
P -0.038443 0.166592 -0.010075 0.327 -0.411 -2.269 0.1309
O -0.742384 0.719767 -1.331830 -0.337 -0.688 0.885 -0.4395
O -0.701020 -1.216298 0.406555 0.528 1.874 0.071 -0.4340
O -0.169239 1.308535 1.057782 0.458 -0.890 0.329 -0.4323
O 1.484440 -0.122452 -0.441225 -1.269 0.302 1.340 -0.4420
C -5.598969 -6.949624 0.339078 -0.075 -0.599 -1.013 -0.0495
O -4.340014 -6.360574 0.626258 -0.253 1.383 0.587 -0.0144
C -4.279947 -5.043923 0.979649 1.810 -0.168 0.127 -0.5448
O -5.160100 -4.279040 1.265972 -0.070 -0.548 -0.369 0.1269
O -2.942181 -4.762279 0.973165 -0.607 0.020 0.220 -0.0115
C -2.495779 -3.426318 1.288300 -0.436 0.937 -0.560 -0.0391
H -6.183190 -7.315282 1.183527 0.323 0.367 0.309 0.0974
H -5.295187 -7.803973 -0.265816 -0.263 -0.194 0.128 0.0934
H -6.226272 -6.344453 -0.315408 0.066 0.366 0.263 0.0791
H -1.413066 -3.350721 1.388924 -0.123 -0.766 0.294 0.0597
H -2.993070 -2.958773 2.138121 -0.059 -0.537 0.268 0.0896
H -2.644542 -2.734533 0.459211 -0.279 -0.266 -0.304 0.0565
C 0.080511 2.785876 -3.695164 0.607 -0.662 -0.270 0.0078
O -0.294043 1.938593 -4.859424 -0.026 0.415 -0.156 -0.0362
C -0.225032 2.434505 -6.124420 1.726 4.033 0.308 -0.5460
O 0.150492 3.596759 -6.411915 -1.110 -3.181 1.150 0.0630
O -0.544883 1.611645 -7.103721 0.156 0.708 -0.089 0.0383
C -0.953665 0.321338 -6.834358 -0.637 -2.468 0.226 -0.0806
H 0.572207 2.147204 -2.961380 -0.212 -0.599 -0.287 0.0547
H -0.788693 3.141272 -3.141737 -0.201 0.241 -0.671 0.0707
H 0.814551 3.551190 -3.947323 -0.542 0.199 -0.493 0.0946
H -0.150386 -0.384028 -6.621520 0.362 0.697 0.589 0.0557
H -1.364507 -0.166735 -7.718141 -0.319 0.775 -0.397 0.1028
H -1.713935 0.275926 -6.054587 0.109 0.065 0.065 0.0848
C -4.245694 1.012772 6.534290 -0.203 1.262 -0.358 -0.0585
O -3.936090 -0.349795 6.292535 0.644 -0.498 -0.474 0.0038
C -3.084457 -0.724363 5.298482 -0.638 -1.644 -2.138 -0.5221
O -2.741911 -1.893003 5.115808 -0.343 2.513 1.135 0.0974
O -2.900484 0.255772 4.373728 0.345 0.168 1.278 -0.0469
C -2.033549 0.049222 3.232483 -0.260 -0.484 -0.559 -0.0264
H -5.138867 1.134543 7.147080 0.365 -0.869 0.653 0.0940
H -4.583426 1.602875 5.682346 0.541 -0.450 -0.721 0.0892
H -3.387041 1.528827 6.963830 -0.107 -0.061 0.163 0.0758
H -2.062002 -0.985284 2.890304 -0.046 0.063 0.136 0.0753
H -0.990508 0.337471 3.363194 -0.100 0.057 0.558 0.0715
H -2.415513 0.680218 2.429972 -0.049 -0.010 0.214 0.0732
C 4.752150 0.900023 -5.700508 -0.138 0.108 -0.705 0.0062
O 3.712839 0.096602 -5.099682 2.116 0.725 2.561 0.0053
C 2.625647 -0.219245 -5.697859 -2.413 -0.741 -2.225 -0.5532
O 2.503025 -0.186332 -6.923900 -0.612 -0.189 2.356 0.1043
O 1.601221 -0.638873 -4.831478 1.409 -0.071 -3.014 -0.0388
C 1.723598 -0.600407 -3.431173 0.992 1.078 0.827 -0.0675
H 4.353006 1.881686 -5.955668 -0.140 -0.103 -0.036 0.1042
H 5.163115 0.442658 -6.600529 -0.327 -0.169 0.000 0.0955
H 5.577243 1.044423 -5.003027 -0.460 -0.333 0.373 0.0912
H 0.774716 -0.909819 -2.992995 0.192 0.275 -0.045 0.0734
H 1.999384 0.415826 -3.149544 -0.672 0.060 0.317 0.0625
H 2.568951 -1.160116 -3.030921 -0.107 -0.661 -0.239 0.0803
C 3.939505 1.676747 -1.561586 -0.359 0.102 -0.711 -0.0060
O 5.114307 2.290605 -2.146443 0.293 0.174 0.050 0.0005
C 5.500974 3.486823 -1.716402 -0.151 1.283 1.824 -0.5597
O 4.937769 4.198634 -0.869159 0.922 -1.464 -1.874 0.0719
O 6.696527 3.767679 -2.286646 0.126 0.227 -0.564 -0.0118
C 7.273054 5.091525 -2.118222 -1.121 0.338 1.746 -0.0293
H 3.053423 2.089313 -2.044030 -0.096 0.521 0.542 0.0902
H 3.940314 1.758783 -0.474671 -0.062 0.006 -0.255 0.0771
H 3.892149 0.649435 -1.922820 0.584 -0.052 0.406 0.0735
H 6.455163 5.801191 -1.993625 -0.030 0.138 -0.672 0.0867
H 8.018610 5.409060 -2.847198 -0.520 -0.786 -0.469 0.0933
H 7.745226 5.188849 -1.140628 0.271 -0.564 0.104 0.0875
```
Positions in Å, forces in eV/Å.

Summary:
Multiplicity: 1
Kohn-Sham gap (hartree): 0.2654
E (eV): -143626.4169

***

# 2
A cluster of 6 separate species, C5H18O5 in total in a non-equilibrium geometry, computed with ωB97M-V with the def2-TZVPD basis set.

Geometry as XYZ:
```
28
Properties=species:S:1:pos:R:3:forces:R:3:nbo_charge:R:1
C 1.192288 1.874697 -1.097019 -0.675 -0.324 0.918 -0.6377
C 0.717418 1.062428 0.079160 0.009 -0.467 -0.224 -0.3325
C 1.353981 0.902963 1.284515 -0.566 0.183 1.046 -0.3504
C 0.717546 0.321974 2.429546 0.509 0.153 -0.887 -0.3178
C -0.486771 -0.353276 2.482050 -1.117 -0.586 1.305 -0.7503
H 0.383261 2.436920 -1.545684 -0.534 0.149 -0.079 0.1907
H 1.524132 1.215437 -1.893026 0.797 0.261 -0.282 0.1963
H 1.863506 2.640653 -0.711963 0.717 -0.211 -0.457 0.1905
H -0.213568 0.514470 -0.005530 -0.055 0.246 -0.236 0.1887
H 2.303525 1.360383 1.544450 0.175 0.249 -0.445 0.1703
H 1.262202 0.458116 3.355412 0.017 -0.200 0.193 0.1742
H -0.838157 -0.719906 3.451213 0.199 0.118 -0.030 0.1631
H -1.217079 -0.597493 1.716768 0.471 0.319 -0.484 0.1730
H 1.019864 -1.558158 0.877428 -0.206 0.004 0.279 0.5182
H 0.250022 -2.631777 1.683680 0.162 0.566 -0.258 0.4899
O 0.779894 -2.500384 0.881505 0.293 -0.533 -0.084 -0.9977
H 0.419176 -0.969809 -2.349403 0.023 -0.160 -0.027 0.5036
H 1.113092 -1.003536 -3.728661 -0.149 -0.105 0.313 0.4621
O 0.276996 -0.806230 -3.291097 0.002 0.344 -0.543 -0.9695
H -2.220505 1.076619 -1.342705 0.151 0.011 0.081 0.4746
H -2.024408 0.291889 -2.648219 0.179 0.000 -0.058 0.4699
O -1.814302 0.283459 -1.710226 -0.419 -0.033 0.019 -0.9413
H -0.472488 -3.173615 -2.032211 -0.257 0.195 0.558 0.4689
H 0.516519 -3.050430 -0.733029 -0.742 0.107 -0.043 0.5140
O 0.423352 -3.167110 -1.701665 1.019 -0.369 -0.473 -1.0141
H -2.532569 1.341303 1.456949 0.367 -0.205 -0.215 0.4596
H -2.115922 2.519963 2.233318 0.344 0.141 -0.133 0.4610
O -2.181004 2.230454 1.314444 -0.714 0.146 0.248 -0.9574
```
Positions in Å, forces in eV/Å.

Summary:
⟨S²⟩: 0.7660
Net charge: -1
Multiplicity: 2
Kohn-Sham gap (spin up / spin down) (hartree): 0.1317 / 0.2364
Energy relative to the best compared isomer or geometry (same formula, charge and spin) (eV): 0.000
E (eV): -15712.9164